Entry 1:
# C14H17Br3ClF3IN4O3S

C14H17Br3ClF3IN4O3S as an isolated structure (ωB97M-V with the def2-TZVPD basis set, OMol25).

Last column: Mulliken charge in e.
Element x y z (Å)
C -4.974038 -1.774165 -1.473597  -0.907
C -4.751681 -1.792942 0.110215  -0.285
O -4.147370 -0.521826 0.453978  -0.327
C -3.045585 -0.679028 1.364977  -0.553
C -2.147716 0.662917 1.375732  -0.868
N -0.778447 0.503583 0.885534  1.200
C 0.252739 0.351638 1.911576  -0.036
S -0.201786 -1.073184 3.088032  -0.329
N 0.301286 1.494607 2.920721  -0.544
C 0.570605 1.062042 4.091608  0.472
O 1.188580 0.940418 5.071892  -0.358
C 1.774299 0.054057 1.398707  -0.673
Br 2.000333 -1.938321 1.666587  0.020
N 2.037835 0.327052 -0.079612  0.886
Br 1.413602 -1.303540 -0.891026  0.210
C 3.481488 0.526644 -0.489998  -0.706
I 5.042850 -0.080418 0.925199  0.236
C 3.940105 -0.096822 -1.884928  -0.583
C 4.685400 -1.525186 -1.801197  -1.223
C 1.177804 1.476291 -0.560920  -1.431
Br 1.613282 3.161558 0.508670  0.065
N 1.539101 1.877726 -1.925126  -0.337
C 1.937328 3.096542 -2.008055  0.614
O 2.757796 3.843821 -2.357988  -0.333
C -0.422807 1.248322 -0.321147  0.270
Cl -1.033489 3.024015 -0.270978  -0.055
C -1.272162 0.647148 -1.527916  0.872
F -1.646050 -0.695842 -1.359817  -0.243
F -0.779632 0.708286 -2.801406  -0.249
F -2.499603 1.325390 -1.609895  -0.287
H -5.863669 -2.423856 -1.700550  0.366
H -4.060740 -2.275476 -1.928896  0.192
H -5.064058 -0.723636 -1.867999  0.226
H -4.127976 -2.687669 0.391733  0.278
H -5.767560 -1.803423 0.623024  0.325
H -2.417430 -1.539781 0.984539  0.311
H -3.492187 -0.874572 2.392767  0.305
H -2.809960 1.414586 0.870507  0.469
H -2.168846 0.961078 2.474546  0.467
H -0.868278 -2.051722 2.387123  0.259
H 2.424207 0.643022 2.108339  0.823
H 3.730651 1.631161 -0.576766  0.500
H 3.182068 -0.048864 -2.712028  0.383
H 4.783314 0.581621 -2.250921  0.487
H 5.798444 -1.432460 -1.711191  0.422
H 4.501189 -1.991237 -2.826571  0.333
H 4.206765 -2.229559 -1.067476  0.337

Forces on the atoms, in the same order (eV/Å):
C 0.8 -0.9 0.8
C -1.4 0.8 -1.2
O 1.3 -0.8 0.5
C 0.0 0.2 -0.4
C -2.8 -1.0 1.9
N 1.7 1.0 -0.8
C -0.9 -0.4 0.9
S -2.1 0.5 0.2
N -0.1 -2.3 0.9
C 2.4 2.3 -1.2
O -1.7 -0.2 -0.4
C -1.2 -0.9 1.7
Br 2.7 0.9 1.5
N -0.3 -0.8 0.4
Br -1.1 0.9 -3.5
C 2.8 1.0 -1.4
I -0.7 0.5 0.1
C 1.7 -0.2 -0.2
C -1.3 -0.1 -1.7
C -1.2 2.1 -0.7
Br 1.7 -1.3 1.2
N -1.0 1.0 1.8
C 3.1 -2.7 -1.5
O -2.2 0.4 0.4
C -0.3 0.5 0.4
Cl -0.9 -1.0 -0.4
C -3.2 -1.0 -2.3
F 1.1 2.2 0.3
F 0.2 0.2 2.1
F 2.1 -1.4 0.3
H 0.8 0.8 0.0
H -1.1 0.8 0.3
H -0.1 -1.2 0.5
H -0.6 1.0 0.0
H 1.3 -0.3 -0.5
H -0.5 0.7 0.7
H 0.9 0.1 -1.0
H 1.3 -0.5 0.0
H 0.6 -0.1 -1.5
H 0.6 0.8 0.0
H -0.3 -0.8 -1.2
H -1.1 -1.3 0.5
H 0.4 -0.1 1.2
H -1.3 -0.5 0.6
H -1.2 -0.1 0.3
H 0.3 0.5 1.2
H 0.8 0.8 -0.5

Calculated values
E ... -276618.691 eV
Spin multiplicity ... 1
Charge ... +1
LUMO energy ... -5.53 eV
HOMO ... -0.4398 Eh

---

Entry 2:
# C14H17BrF6N3O10S2Zr

C14H17BrF6N3O10S2Zr as an isolated structure (ωB97M-V with the def2-TZVPD basis set, OMol25).

Last column: Mulliken charge in e.
Element x y z (Å)
Zr 0.293286 0.143858 -0.014757  0.760
O -4.054344 0.033697 -4.859294  -0.520
C -3.035520 0.075138 -3.996001  0.890
C -2.222315 -1.012972 -3.699032  -0.755
C -1.203913 -0.842015 -2.792859  -0.666
N -0.931618 0.322148 -2.177847  0.066
C -1.727811 1.352147 -2.497325  0.173
Br -1.311458 3.027606 -1.732099  -0.047
C -2.777928 1.294582 -3.375429  -0.604
H -4.130988 -0.835313 -5.269520  0.317
H -2.375329 -1.976796 -4.165897  0.369
H -0.549012 -1.663682 -2.544520  0.497
H -3.381070 2.162125 -3.595896  0.493
N 1.859200 1.565371 -1.276148  -0.365
C 2.704926 2.586047 -0.595944  -0.683
C 3.526040 1.957747 0.555040  -0.743
C 2.544072 1.248211 1.437098  0.651
O 2.060674 1.790480 2.414721  -0.608
O 2.105548 0.101456 0.941980  -0.393
H 2.466709 0.826895 -1.623823  0.331
H 1.419284 1.991545 -2.086656  0.271
H 2.058188 3.372616 -0.212061  0.283
H 3.401525 3.029088 -1.306899  0.513
H 4.041687 2.736328 1.109699  0.425
H 4.240640 1.244583 0.142451  0.343
C 0.873563 -4.119825 -0.330139  -1.799
C 1.204501 -2.779748 0.292020  2.195
C 1.946947 -2.918451 1.603754  -1.710
O -0.057576 -1.993695 0.489485  -0.222
C 2.002836 -1.955661 -0.748454  -0.045
O 3.153965 -2.167275 -0.978548  -0.601
O 1.237892 -1.034475 -1.353942  -0.312
H 0.310766 -4.739699 0.369274  0.440
H 1.805496 -4.627661 -0.575974  0.409
H 0.290263 -3.998533 -1.243390  0.329
H 1.488749 -3.696173 2.217909  0.467
H 1.967474 -1.982613 2.157998  0.218
H 2.973624 -3.208279 1.385693  0.451
H -0.443905 -2.269263 1.332391  0.298
F -1.125718 3.010612 4.357386  -0.141
C 0.023978 2.716165 3.812639  0.749
F 0.728841 1.963467 4.611312  -0.152
F 0.648331 3.798814 3.425723  -0.161
S -0.365053 1.662516 2.222042  1.176
O 0.063888 2.108820 0.854913  -0.403
O -0.178396 0.196368 2.328979  -0.449
N -1.948983 1.933234 2.204251  -0.769
S -2.735327 0.930674 1.281641  1.049
O -3.952781 1.399310 0.731473  -0.629
O -1.827523 0.256423 0.283766  -0.404
C -3.195378 -0.495705 2.427843  0.635
F -2.821037 -0.234929 3.663752  -0.223
F -4.496778 -0.665482 2.366781  -0.195
F -2.593135 -1.619828 2.030441  -0.198

Forces on the atoms, in the same order (eV/Å):
Zr 0.3 -0.2 -1.7
O 0.1 0.0 0.1
C -0.2 0.0 -0.1
C 0.0 -0.1 0.0
C 0.1 0.0 0.0
N -0.2 0.2 0.1
C 0.2 0.0 -0.1
Br -0.1 0.0 0.0
C 0.0 0.0 0.0
H 0.0 -0.1 0.0
H 0.0 0.0 0.0
H 0.0 0.0 0.0
H 0.0 0.0 0.0
N -0.1 0.2 0.3
C 0.1 -0.2 0.1
C -0.1 -0.2 -0.3
C 0.1 -0.1 -0.2
O 0.3 -0.1 0.3
O 0.1 0.6 0.4
H -0.1 -0.1 -0.1
H 0.0 0.0 0.0
H 0.0 0.0 0.0
H 0.0 0.1 0.0
H 0.0 0.0 0.0
H 0.0 0.0 0.0
C -0.2 0.0 0.0
C 0.2 0.1 -0.3
C -0.1 0.0 0.1
O 0.7 -0.3 0.2
C -0.5 -0.1 0.0
O 0.1 0.0 -0.1
O 0.7 -0.8 0.1
H 0.0 0.0 0.0
H 0.0 0.0 0.0
H 0.0 0.0 0.0
H 0.0 0.0 0.0
H 0.0 0.0 0.0
H 0.0 0.0 0.0
H -0.2 0.1 0.0
F 0.0 0.0 0.0
C 0.3 -0.1 -0.2
F 0.0 0.1 0.0
F 0.0 -0.1 0.1
S -2.6 -0.4 -0.3
O 0.8 0.6 1.2
O 0.7 0.8 0.2
N 0.2 0.0 -0.1
S 0.3 -0.5 0.0
O 0.2 0.3 0.1
O -1.0 0.3 0.5
C 0.0 0.0 -0.1
F 0.0 0.1 0.1
F -0.1 0.0 0.1
F 0.1 -0.1 -0.1

Calculated values
E ... -149035.970 eV
Relative energy (zero: lowest compared OMol25 entry of this formula, charge and spin) ... 33.4 kcal/mol
Spin multiplicity ... 1
Charge ... +1
LUMO energy ... -3.09 eV
HOMO ... -0.4758 Eh

---

Entry 3:
# C14H17BrN6O2

One molecule with the formula C14H17BrN6O2 (ωB97M-V with the def2-TZVPD basis set, OMol25).

Last column: Mulliken charge in e.
Element x y z (Å)
C -5.269770 1.674182 2.901183  -0.753
O -5.705260 0.500664 2.206843  -0.385
C -4.803112 -0.181717 1.477125  0.969
N -3.606359 0.364453 1.242015  -0.427
C -2.798096 -0.309009 0.450574  0.305
N -1.611162 0.277517 0.328418  -0.087
C -0.490749 -0.093199 -0.431106  0.569
C -0.277014 -1.192485 -1.343681  -0.527
N 0.975871 -1.244461 -1.723261  -1.138
N 1.632102 -0.142555 -1.235034  0.933
C 3.092636 0.001676 -1.447510  1.583
C 3.353717 0.506762 -2.895602  -1.786
C 3.898460 -1.308038 -1.159843  -1.105
C 4.286207 -1.261084 0.335897  -0.559
N 4.307908 0.159275 0.577935  -0.102
C 3.821864 0.891335 -0.416058  -0.486
O 4.142598 2.065902 -0.454848  -0.656
C 0.708558 0.576598 -0.443802  0.282
C 0.939755 1.829929 0.355297  -1.525
N -3.063051 -1.462807 -0.135783  -0.360
C -4.258575 -2.013574 0.093058  -0.278
C -5.157248 -1.395653 0.894046  -0.279
Br -6.874528 -2.200583 1.283872  -0.170
H -4.980786 2.439692 2.224748  0.325
H -6.075601 2.130261 3.538201  0.245
H -4.467479 1.467527 3.569790  0.337
H -1.508733 1.071404 0.921194  0.185
H -1.029019 -1.972593 -1.553560  0.422
H 2.862835 -0.158192 -3.593923  0.442
H 4.408136 0.503043 -3.080818  0.451
H 2.988385 1.520319 -3.081062  0.322
H 3.351646 -2.203631 -1.421100  0.431
H 4.817243 -1.362828 -1.728219  0.383
H 3.573963 -1.745215 0.956378  0.297
H 5.235215 -1.766698 0.543669  0.385
H 5.117617 0.573038 1.039534  0.320
H -0.021278 2.267839 0.578430  0.476
H 1.524387 1.611298 1.287216  0.183
H 1.466878 2.560163 -0.273108  0.390
H -4.508161 -2.978554 -0.387101  0.389

Forces on the atoms, in the same order (eV/Å):
C -1.1 0.4 0.7
O 0.0 -0.4 0.2
C 0.7 1.6 -0.1
N -2.3 0.2 1.3
C -0.3 -1.0 -0.1
N 1.8 0.3 -0.9
C 0.7 -0.9 -1.4
C -0.7 0.0 1.4
N 0.9 0.3 -0.7
N -2.2 -0.2 1.4
C 0.4 0.0 -1.0
C -0.6 0.1 0.8
C -0.7 -0.6 0.4
C 0.1 -0.2 -0.9
N 1.3 -1.3 1.5
C 0.4 1.9 -0.2
O -1.0 0.3 -1.1
C 0.7 0.1 0.5
C 1.3 -0.5 -0.4
N 0.2 -0.9 -0.8
C 0.7 -0.3 -0.6
C -2.0 -0.4 1.0
Br 0.8 0.4 -0.2
H 0.4 0.5 -0.8
H 0.2 -1.1 -0.9
H 0.8 -0.4 0.3
H 0.0 0.4 0.2
H 0.9 0.5 -0.1
H -0.1 -0.2 -0.1
H 0.7 0.0 -0.2
H -0.1 -0.1 0.3
H -0.4 -0.1 0.0
H 0.2 0.5 -0.4
H -0.9 -0.4 0.6
H 0.0 0.4 -0.2
H -0.6 -0.1 0.0
H -0.2 0.2 0.3
H -0.5 0.4 -0.7
H 0.1 -0.1 0.5
H 0.3 0.7 0.3

Calculated values
Structure (SMILES) ... COc1nc(Nc2cnn([C@]3(C)CCNC3=O)c2C)ncc1Br
E ... -97871.620 eV
Relative energy (zero: lowest compared OMol25 entry of this formula, charge and spin) ... 0.0 kcal/mol
Spin multiplicity ... 1
LUMO energy ... 0.66 eV
HOMO ... -0.2881 Eh

---

Entry 4:
# C14H17BrN8PRhSe

C14H17BrN8PRhSe as an isolated structure (ωB97M-V with the def2-TZVPD basis set, OMol25).

Last column: Löwdin spin population.
Element x y z (Å)
Rh 1.023588 -1.176177 -0.352037  1.332
N 6.011988 -2.283677 0.434963  0.006
N 4.992588 -1.598077 -0.041337  0.007
N 5.137488 -0.624977 -0.908237  0.001
C 3.908788 -0.194077 -1.090437  0.012
N 3.044988 -0.898377 -0.340337  0.012
N 3.763888 -1.788577 0.322263  -0.002
H 6.890788 -2.186577 -0.057737  0.000
H 5.798488 -3.144977 0.920563  0.000
H 3.657888 0.606223 -1.755637  0.001
C 1.415288 2.379223 -0.617837  0.018
P 0.642588 1.041123 0.372163  0.033
C 1.290988 1.309523 2.048063  -0.003
C -1.107212 1.515623 0.310663  0.017
C -1.731312 1.522323 -0.940137  0.011
C -3.053412 1.914023 -1.058837  0.009
C -3.764912 2.294523 0.072863  0.022
C -3.146912 2.301323 1.317263  0.000
C -1.828812 1.888123 1.445863  0.018
H 1.001288 3.326123 -0.265937  0.003
H 1.189788 2.279623 -1.677737  0.001
H 2.492188 2.400823 -0.470537  0.000
H 1.053488 2.319623 2.384763  -0.001
H 2.376188 1.199023 2.025863  0.000
H 0.875588 0.573623 2.734963  -0.001
H -1.169912 1.236123 -1.821137  0.002
H -3.523112 1.942823 -2.032037  0.000
H -4.798512 2.592923 -0.016437  0.001
H -3.686012 2.645423 2.189363  0.000
H -1.353412 1.904623 2.415263  0.003
Se -2.164212 -1.156177 2.769863  0.250
N -3.406212 -1.620377 1.609763  0.482
C -2.952512 -1.760177 0.379363  0.019
C -3.578712 -2.207777 -0.784637  0.229
C -2.820712 -2.285477 -1.954237  0.133
C -1.500812 -1.871377 -1.982337  0.147
N -0.895412 -1.404577 -0.869937  0.200
C -1.556212 -1.398277 0.283063  0.014
N -0.942212 -1.041477 1.406263  0.522
H -4.618412 -2.493777 -0.763437  0.008
H -3.259112 -2.670477 -2.862637  0.002
H -0.906912 -1.905077 -2.888737  0.006
Br 1.197088 -3.482277 0.109163  0.485

Forces on the atoms, in the same order (eV/Å):
Rh -0.2 1.1 -0.6
N 1.1 -0.6 0.8
N -1.8 0.8 -0.6
N 0.7 0.3 -0.5
C -0.1 -0.1 0.2
N 0.9 -0.1 0.2
N 0.6 -0.9 0.8
H -0.3 0.1 -0.1
H -0.2 0.2 -0.2
H -0.1 0.1 -0.1
C 0.0 -0.3 0.1
P 0.0 1.1 -0.2
C -0.1 -0.3 -0.2
C 0.1 -0.2 0.0
C 0.0 0.2 0.1
C 0.1 -0.1 -0.1
C 0.1 0.0 0.2
C 0.0 0.0 0.0
C 0.2 0.3 -0.2
H 0.0 0.0 0.0
H 0.0 0.0 0.0
H 0.1 0.0 0.0
H 0.0 0.0 -0.1
H 0.0 0.0 0.0
H 0.0 0.1 0.0
H 0.0 0.0 -0.1
H 0.0 0.0 0.0
H -0.1 0.1 0.0
H 0.0 -0.1 0.0
H 0.0 0.0 0.1
Se 0.8 0.0 0.6
N -2.4 -0.5 0.4
C 1.4 0.2 -1.1
C -0.6 0.2 1.4
C 1.4 0.3 -0.9
C -1.0 -0.5 -1.0
N 0.0 -0.2 1.7
C -1.6 -0.5 -1.3
N 1.2 0.1 0.6
H -0.1 -0.1 0.0
H 0.0 0.0 -0.1
H -0.1 0.0 0.1
Br 0.0 -0.5 0.1

Calculated values
E ... -174380.135 eV
Relative energy (zero: lowest compared OMol25 entry of this formula, charge and spin) ... 45.2 kcal/mol
Spin multiplicity ... 5
Charge ... +2
<S²> ... 6.0486
LUMO energy (alpha / beta) ... -7.06 / -10.26 eV
HOMO (alpha / beta) ... -0.4921 / -0.5589 Eh

---

Entry 5:
# C14H17Cl2IrN

C14H17Cl2IrN as an isolated structure (ωB97M-V with the def2-TZVPD basis set, OMol25).

Last column: Löwdin spin population.
Element x y z (Å)
Ir -0.714447 1.512617 -0.060395  1.617
Cl 0.302652 1.903233 2.029988  0.231
Cl -2.392733 0.891982 -1.496807  0.224
C -2.058387 2.452275 0.841506  0.920
H -3.008844 2.688900 0.324043  0.067
H -1.846848 3.115464 1.716133  0.056
C 1.604489 0.837562 -1.862473  0.275
C 0.934389 1.790866 -1.216241  0.177
H 1.116595 -0.118646 -2.096791  0.013
C 1.605929 3.137539 -0.809471  0.030
H -0.224834 2.106763 -1.675419  0.058
C 2.972209 3.369064 -1.455275  0.007
H 0.954034 3.998263 -1.030103  0.005
H 1.768131 3.150878 0.272515  0.000
C 3.787539 2.078950 -1.547778  0.006
H 2.828186 3.776179 -2.460252  0.000
H 3.559752 4.152662 -0.943220  0.001
C 2.985654 1.062251 -2.353592  0.051
H 4.767184 2.278316 -2.005712  0.001
H 3.972613 1.739921 -0.515527  0.000
H 2.907142 1.432112 -3.384203  0.018
H 3.558268 0.143307 -2.432471  0.005
N -0.896658 -0.384562 0.596805  0.364
C -1.279312 -1.417056 1.003845  0.260
C -1.802408 -2.689928 1.443816  0.116
C -1.070006 -3.898621 1.329958  0.142
C -1.652515 -5.133666 1.647259  0.006
C -2.964348 -5.198457 2.128187  0.182
C -3.686365 -4.012489 2.316459  0.007
C -3.102973 -2.777211 1.995885  0.138
H -0.036702 -3.858136 0.980429  0.008
H -1.084395 -6.060106 1.502518  -0.004
H -3.423473 -6.161610 2.357541  0.013
H -4.711852 -4.051127 2.695334  -0.004
H -3.667668 -1.857486 2.163509  0.007

Forces on the atoms, in the same order (eV/Å):
Ir 2.1 -4.4 1.1
Cl 0.2 -0.1 -0.9
Cl 0.1 0.1 -0.4
C -4.7 4.8 2.7
H 0.6 -0.4 0.4
H -0.1 -0.7 -0.9
C 0.5 -1.8 -1.0
C -0.5 4.1 -0.1
H 0.1 0.5 -0.2
C 0.5 0.1 0.0
H 1.4 -0.2 -0.3
C 0.5 0.4 -0.6
H 0.1 -0.4 0.1
H -0.3 -0.2 -0.1
C -0.3 0.6 0.4
H 0.0 -0.1 -0.2
H -0.5 -0.4 0.1
C 1.1 -0.3 0.3
H -0.3 -0.2 0.0
H 0.0 -0.2 -0.4
H -0.2 0.0 -0.1
H -0.2 -0.4 0.0
N 0.5 0.4 -0.7
C -1.4 -3.8 1.4
C 1.1 2.4 -0.7
C 0.6 -1.4 -0.1
C 0.5 0.9 -0.3
C -0.3 -0.4 0.1
C 0.6 1.1 -0.3
C -1.7 -0.5 0.6
H -0.3 -0.1 0.0
H -0.1 0.5 0.1
H 0.2 0.3 -0.1
H 0.4 0.1 -0.1
H 0.1 -0.3 -0.1

Calculated values
E ... -44157.776 eV
Relative energy (zero: lowest compared OMol25 entry of this formula, charge and spin) ... 30.8 kcal/mol
Spin multiplicity ... 6
<S²> ... 8.8124
LUMO energy (alpha / beta) ... -1.18 / -3.93 eV
HOMO (alpha / beta) ... -0.1529 / -0.3010 Eh

---

- The lowest E belongs to which entry?
  C14H17Br3ClF3IN4O3S

---

- The highest E belongs to which entry?
  C14H17Cl2IrN